{"formula": "C47H45GeN6ReS2", "method": "ωB97M-V/def2-TZVPD", "total_charge": -1, "e_homo_ev": [-2.48, -2.67], "s2": 1.016, "lumo_ev": [1.803, 1.798], "energy_ev": -138725.6320, "homo_lumo_gap_ev": [4.3, 4.5], "multiplicity": 2, "elements": ["Re", "Ge", "S", "S", "N", "N", "N", "N", "N", "N", "C", "C", "C", "C", "C", "C", "C", "C", "C", "C", "C", "C", "C", "C", "C", "C", "C", "C", "C", "C", "C", "C", "C", "C", "C", "C", "C", "C", "C", "C", "C", "C", "C", "C", "C", "C", "C", "C", "C", "C", "C", "C", "C", "C", "C", "C", "C", "H", "H", "H", "H", "H", "H", "H", "H", "H", "H", "H", "H", "H", "H", "H", "H", "H", "H", "H", "H", "H", "H", "H", "H", "H", "H", "H", "H", "H", "H", "H", "H", "H", "H", "H", "H", "H", "H", "H", "H", "H", "H", "H", "H", "H"], "xyz": [[-0.09569, -0.85937, 0.82192], [-1.75706, -0.77558, -2.78088], [0.22060, 4.41521, 5.90940], [-1.92549, -1.23018, 2.51086], [0.49510, -1.79932, 3.56702], [0.89824, -1.82971, 2.27538], [1.40237, -1.91218, -0.20874], [0.05769, 1.09464, 2.76608], [0.56943, 7.82236, 2.88235], [-1.19385, -1.41234, 5.06315], [0.35228, 5.75909, 4.73994], [2.89874, -3.07140, 3.03630], [1.29557, 2.30298, 0.19884], [-0.78697, 6.38212, 4.22962], [-4.22130, 2.90018, -4.76141], [4.66740, -4.06150, 4.96629], [-0.74024, -1.47882, 3.76819], [3.33383, -4.39763, 2.99864], [1.64684, 7.21141, 3.36992], [2.62754, -2.70610, -2.12149], [-0.50702, -1.42071, -4.26635], [0.15280, 3.10034, 4.70457], [0.25531, 1.89989, -0.85769], [-4.80014, -3.77785, -2.02655], [-1.03689, 2.79879, 4.04391], [-0.60319, -2.74319, -4.68619], [-2.81148, -2.44019, -2.35980], [-1.03058, 1.79515, 3.09891], [-2.65375, -4.75686, -1.66629], [-2.05788, -3.54764, -1.97278], [-2.79301, 0.71616, -3.70214], [0.41167, -0.61447, -4.93198], [3.41054, -3.27037, 0.05381], [2.02770, -2.51380, 1.99437], [-0.61570, 7.39613, 3.31031], [-0.77795, 0.94352, -0.25435], [3.34922, -2.26128, 4.08212], [0.21745, -3.25869, -5.67377], [1.60187, 6.18346, 4.28818], [1.24644, -1.12308, -5.91322], [-4.03084, -4.88236, -1.71534], [1.00991, 1.26953, -2.02026], [4.21038, -4.88530, 3.94980], [-2.15263, 1.89521, -4.07364], [4.22818, -2.74847, 5.02920], [-4.16254, 0.65168, -3.92841], [-2.84950, 2.97497, -4.58875], [1.29062, 2.36603, 4.37335], [1.16459, -2.45329, -6.28014], [3.58271, -3.33244, -1.30034], [1.18993, 1.39173, 3.40369], [1.59031, -2.02885, -1.53580], [-1.36511, -0.21516, -0.86369], [-4.19242, -2.57382, -2.34124], [-4.87276, 1.72218, -4.44256], [-0.47758, 3.16885, -1.31518], [2.30684, -2.59320, 0.61269], [2.70673, -2.73678, -3.19621], [3.01363, -1.23665, 4.13837], [-1.47021, 7.91418, 2.89172], [-2.37619, -0.39658, -0.46140], [2.59482, 7.58493, 3.00191], [-0.45758, -1.30462, 5.74418], [-1.46904, 1.51706, 0.37931], [-0.98093, -3.45792, -1.91325], [-4.50217, -5.83145, -1.50478], [0.84766, -1.55425, -2.16048], [2.05812, 2.93893, -0.25005], [4.11849, -3.73337, 0.72347], [0.49273, 0.43525, -4.69350], [-1.08339, 1.98890, -3.95546], [2.96346, -5.05577, 2.22693], [-1.77147, 6.08576, 4.55738], [2.22332, 2.55216, 4.88056], [-2.31820, 3.88497, -4.83847], [0.30459, 0.87884, -2.74527], [-1.99934, -0.82505, 5.19961], [0.20108, 3.83175, -1.85022], [-1.30857, 2.91468, -1.96752], [1.82171, -2.85310, -7.03926], [4.54534, -5.91312, 3.90702], [-5.87893, -3.85102, -2.02899], [-2.04383, -5.60622, -1.39121], [0.83274, 2.85283, 1.01481], [-0.87225, 3.71565, -0.45964], [4.58582, -2.09948, 5.81996], [5.36521, -4.43729, 5.70233], [2.50490, 5.72516, 4.66144], [1.77413, 1.41005, 0.60748], [-1.94827, 3.32582, 4.28239], [-4.69544, -0.25673, -3.70381], [-1.33773, -3.39191, -4.23340], [-5.94280, 1.63558, -4.57927], [1.97200, -0.47476, -6.38890], [-4.77316, 3.74939, -5.13801], [2.05447, 0.80515, 3.12376], [-4.82240, -1.72570, -2.56119], [0.12027, -4.29562, -5.96494], [-1.94694, 1.50802, 2.59949], [1.62481, 0.44990, -1.65915], [1.65025, 2.00386, -2.50425], [4.42205, -3.85790, -1.73332]], "mulliken_charge": [0.153, 1.959, -0.143, -0.612, -1.348, 1.004, 0.274, 0.993, -0.602, -0.495, 0.438, -0.044, -2.107, -0.138, -0.471, -0.388, 0.327, -0.389, -0.408, -1.433, 0.046, 0.172, 3.360, -0.804, -1.160, 0.107, 0.203, -0.581, -1.016, -0.402, 0.498, 0.230, -1.044, 0.483, -0.432, -1.747, 0.066, -0.773, -0.230, -0.889, -0.533, -1.532, -0.718, -0.411, -0.810, -0.376, -0.704, -1.165, -0.491, -0.815, -0.430, -1.145, 0.011, -0.379, -0.739, -2.211, 0.304, 0.477, 0.268, 0.366, 0.912, 0.364, 0.245, 0.519, 0.505, 0.371, 1.617, 0.603, 0.512, 0.125, 0.415, 0.604, 0.385, 0.489, 0.378, -0.536, 0.246, 0.457, 0.383, 0.358, 0.360, 0.413, 0.417, 0.262, 0.509, 0.386, 0.377, 0.378, 0.141, 0.420, 0.154, 0.295, 0.421, 0.407, 0.361, 0.462, 0.228, 0.413, 0.612, 0.297, 0.695, 0.418]}



{"formula": "C4H10N6O4", "method": "ωB97M-V/def2-TZVPD", "total_charge": 0, "e_homo_ev": [-6.54, -9.54], "s2": 2.010, "lumo_ev": [0.462, -3.911], "energy_ev": -21425.3596, "homo_lumo_gap_ev": [7.0, 5.6], "multiplicity": 3, "elements": ["O", "O", "O", "O", "N", "N", "N", "N", "N", "N", "C", "C", "C", "C", "H", "H", "H", "H", "H", "H", "H", "H", "H", "H"], "xyz": [[3.54577, -0.73399, -1.53841], [2.39282, -0.38774, 2.71362], [3.40794, 0.98577, 1.47768], [3.20396, 1.15497, -2.31119], [2.98095, 0.29269, -1.57064], [1.91468, -0.34575, 0.56969], [1.54650, 1.85841, -0.48547], [0.37147, 1.93916, 0.28401], [2.66305, 0.08070, 1.63543], [1.89394, 0.56557, -0.66167], [-1.04854, -0.17416, 0.29827], [-0.75636, 1.24332, -0.31822], [-0.18209, -1.33177, -0.19975], [1.09124, -1.55973, 0.57412], [0.81701, -1.89906, 1.64005], [1.74054, -2.27103, 0.11670], [-0.43891, 0.98439, -1.41132], [-1.14799, -0.32272, 1.32606], [2.24813, 2.48753, -0.00349], [-0.03673, -1.11117, -1.26004], [-1.93473, -0.66888, -0.06266], [-1.65632, 1.89049, -0.18287], [-0.68350, -2.22382, -0.18110], [0.53825, 1.62497, 1.23859]], "mulliken_charge": [-0.704, -0.661, -0.624, -0.553, 0.981, 0.136, -0.596, -0.375, 1.034, 0.531, -0.590, -0.548, -0.872, -0.784, 0.315, 0.368, 0.306, 0.384, 0.331, 0.324, 0.367, 0.361, 0.587, 0.278]}



{"formula": "C4H5N", "method": "ωB97M-V/def2-TZVPD", "total_charge": 0, "de_lowest_kcal_mol": 46.9, "e_homo_ev": -9.95, "lumo_ev": 0.321, "energy_ev": -5716.8143, "smiles": "C=C(C)C#N", "homo_lumo_gap_ev": 10.3, "multiplicity": 1, "elements": ["N", "C", "C", "C", "C", "H", "H", "H", "H", "H"], "xyz": [[-1.38637, 0.88602, 2.08561], [-0.64628, 0.65733, 1.17817], [0.41025, -1.16870, 0.13234], [-0.04246, 0.25134, -0.01484], [0.03526, 1.02895, -1.12417], [-0.39061, 2.00369, -0.96895], [0.28628, 0.65030, -2.15735], [1.49799, -0.93411, 0.64674], [0.51625, -1.66201, -0.85878], [-0.28031, -1.71280, 1.08125]], "mulliken_charge": [-0.432, 0.067, -0.986, 0.743, -0.840, 0.311, 0.261, 0.244, 0.326, 0.305]}